Computed, not measured: an isolated ion of composition C7H13N2 and charge +1, with ωB97M-V with the def2-TZVPD basis set.

Values from the calculation:
SMILES: C=C(C)[C@H](C)/C=N\C=[NH2+]
Total charge: +1
HOMO-LUMO gap: 9.637 eV
F_max: 5.1 eV/Å
Relative energy (zero: lowest compared OMol25 entry of this formula, charge and spin): 73.6 kcal per mole

Geometry (Å):
1 C 0.6723 -1.1380 1.3315
2 C 0.9752 -0.7612 0.0978
3 C 1.5068 -1.7635 -0.8936
4 C 0.9375 0.6699 -0.4607
5 C 1.4003 1.8549 0.4548
6 C -0.4274 1.1702 -0.7615
7 N -1.4700 0.8508 -0.1934
8 C -2.4627 0.2714 0.3907
9 N -3.2680 -0.6085 -0.1944
10 H 0.8546 -2.1972 1.7380
11 H 0.2304 -0.4379 1.9731
12 H 0.9105 -1.7740 -1.7012
13 H 1.7618 -2.7364 -0.3514
14 H 2.4543 -1.5319 -1.1879
15 H 1.4795 0.8350 -1.4140
16 H 0.9951 1.7171 1.3730
17 H 1.1167 2.8690 -0.0811
18 H 2.5379 1.8532 0.6478
19 H -0.5503 2.0429 -1.4028
20 H -2.4177 0.5652 1.3932
21 H -3.7853 -1.1379 0.4351
22 H -3.4512 -0.6129 -1.1930